Here is a molecular structure, F6KN3O12S6 in a non-equilibrium geometry from the Open Molecules 2025 dataset. Energies are from ωB97M-V/def2-TZVPD.

Positions of all 28 atoms, in Å:
K1 -0.73 -1.05 0.12
N1 3.84 -1.55 2.63
S1 2.39 -0.99 2.93
O1 1.88 -1.26 4.24
O2 1.50 -1.07 1.81
F1 2.74 0.56 2.97
S2 3.90 -3.09 3.06
O3 2.75 -3.88 2.76
O4 4.52 -3.31 4.33
F2 5.00 -3.54 2.01
N2 -3.71 2.68 -0.63
S3 -3.35 1.91 0.70
O5 -2.12 1.21 0.64
O6 -4.45 1.32 1.39
F3 -3.05 3.17 1.63
S4 -4.96 1.94 -1.31
O7 -6.23 2.33 -0.81
O8 -4.73 0.55 -1.59
F4 -4.89 2.64 -2.74
N3 0.38 0.54 -2.14
S5 0.30 -0.69 -3.22
O9 0.76 -1.93 -2.67
O10 0.59 -0.40 -4.58
F5 -1.29 -0.80 -3.19
S6 1.93 0.95 -2.22
O11 2.20 1.79 -3.33
O12 2.87 -0.04 -1.81
F6 1.96 1.97 -0.98

## Properties
Total charge: -2
HOMO: -5.1358 eV
2S+1: 1
ΔE to the lowest compared entry with this formula, charge and spin: 0.00 kJ/mol

These are the natural (NBO) partial charges, in e, on atoms 1 to 6: number 1, K, carries 0.977; number 2, N, carries -1.191; number 3, S, carries 2.516; number 4, O, carries -0.939; number 5, O, carries -0.991; number 6, F, carries -0.498